{
  "formula": "C4H12NOS",
  "method": "ωB97M-V/def2-TZVPD",
  "elements": ["C", "N", "C", "C", "S", "C", "H", "H", "H", "H", "H", "H", "H", "H", "H", "H", "H", "H", "O"],
  "xyz": [[2.9494, 0.7719, 0.6736], [2.0262, 0.4037, -0.2929], [0.5658, 0.6124, -0.1670], [-0.2661, -0.2082, -1.2042], [-2.0031, -0.3700, -0.5520], [0.3724, 2.0996, -0.2263], [2.8816, 1.8798, 1.1826], [2.7519, 0.1164, 1.4449], [3.9184, 0.5235, 0.4631], [2.3054, 0.8188, -1.2124], [0.2943, 0.1191, 0.8642], [-0.2802, 0.3136, -2.2009], [0.2796, -1.1478, -1.2850], [0.8907, 2.6386, 0.5965], [-0.6929, 2.3679, -0.5199], [1.0049, 2.4265, -1.1421], [-1.8743, -1.8080, 1.4468], [-0.8807, -3.0178, 1.7292], [-1.8077, -2.7238, 1.8824]],
  "mulliken_charge": [-0.940, -0.385, 0.229, -0.977, -0.618, -1.012, 0.159, 0.350, 0.429, 0.255, 0.230, 0.230, 0.352, 0.266, 0.311, 0.237, 0.255, 0.296, -0.668],
  "de_lowest_kj_mol": 144.1,
  "gap_ev": 6.43,
  "largest_force_ev_per_a": 4.526,
  "total_charge": -1
}



{
  "formula": "C33H39BaN5",
  "method": "ωB97M-V/def2-TZVPD",
  "elements": ["Ba", "N", "N", "C", "C", "C", "C", "H", "H", "H", "C", "C", "H", "H", "H", "C", "C", "H", "H", "H", "C", "H", "H", "H", "C", "H", "H", "H", "C", "H", "C", "H", "C", "H", "C", "H", "C", "C", "H", "C", "C", "H", "C", "H", "N", "C", "C", "C", "H", "C", "C", "H", "H", "H", "C", "H", "C", "C", "H", "H", "H", "C", "H", "H", "H", "N", "C", "C", "C", "C", "C", "N", "H", "H", "H", "H", "H", "H"],
  "xyz": [[0.0947, 0.4219, 0.4158], [0.5564, 3.3600, 0.0007], [-1.9989, 1.0482, -1.0064], [-0.1903, -1.3257, 2.0330], [-1.1911, -0.3457, 2.4371], [-0.5324, 0.9040, 2.7358], [-1.1706, 2.1863, 3.1909], [-2.2539, 2.1509, 3.0652], [-0.7853, 3.0631, 2.6545], [-0.9502, 2.2944, 4.2596], [0.9032, 0.7574, 2.5134], [1.9308, 1.8141, 2.6143], [2.3416, 1.7706, 3.6222], [1.5067, 2.8111, 2.4452], [2.7521, 1.6811, 1.9003], [1.1331, -0.6714, 2.0814], [2.4339, -1.2568, 1.6935], [3.1294, -0.5250, 1.2687], [2.3229, -2.0776, 0.9745], [2.8623, -1.6546, 2.6129], [-2.6711, -0.6141, 2.5570], [-2.9980, -0.3485, 3.5667], [-2.8731, -1.6721, 2.3951], [-3.2727, -0.0352, 1.8408], [-0.4175, -2.7561, 1.6628], [0.1100, -3.0573, 0.7473], [-1.4769, -2.9612, 1.5159], [-0.0507, -3.3674, 2.4899], [1.3028, 4.3638, -0.4789], [2.2740, 4.5126, -0.0097], [0.8875, 5.2065, -1.5244], [1.5377, 6.0133, -1.8671], [-0.3698, 4.9702, -2.0899], [-0.7360, 5.6026, -2.9063], [-1.1479, 3.9313, -1.6160], [-2.1254, 3.7058, -2.0445], [-0.6528, 3.1368, -0.5711], [-1.4987, 2.0808, -0.0854], [-2.1253, 2.2381, 0.7516], [-1.5898, -0.2388, -0.7630], [-2.9505, 0.9580, -2.0292], [-3.4356, 1.8477, -2.4017], [-3.0639, -0.3263, -2.3706], [-3.6304, -0.8475, -3.0765], [-2.1994, -1.1177, -1.5918], [-2.0027, -2.5130, -1.5039], [-2.8985, -3.2443, -0.7246], [-2.7248, -4.6470, -0.6780], [-3.4084, -5.2426, -0.0658], [-1.6946, -5.2803, -1.3833], [-1.5343, -6.7858, -1.3414], [-0.6470, -7.0797, -0.7581], [-1.4078, -7.1955, -2.3540], [-2.4135, -7.2688, -0.8932], [-0.8196, -4.4938, -2.1448], [-0.0054, -4.9693, -2.6996], [-0.9568, -3.0918, -2.2172], [0.0205, -2.2719, -3.0167], [-0.4614, -1.7560, -3.8623], [0.8344, -2.9032, -3.4151], [0.4808, -1.4865, -2.3931], [-4.0077, -2.5962, 0.0634], [-4.9705, -2.6273, -0.4746], [-3.7938, -1.5378, 0.2718], [-4.1608, -3.1134, 1.0287], [3.7284, 3.7244, 1.4885], [3.8813, 2.8789, 0.3576], [5.1560, 3.0733, -0.2227], [5.5449, 2.3347, -1.3141], [4.6550, 1.4071, -1.8376], [3.3988, 1.2234, -1.2478], [2.9930, 1.9391, -0.1609], [2.8572, 4.0557, 1.9138], [4.5133, 4.2776, 1.8606], [5.8486, 3.7917, 0.2046], [6.5349, 2.5024, -1.7185], [4.9919, 0.8253, -2.6897], [2.7473, 0.4389, -1.6855]],
  "mulliken_charge": [-0.328, 0.078, 0.594, 1.054, 0.766, -0.263, -1.628, 0.419, 0.307, 0.318, 0.639, -1.398, 0.476, 0.178, 0.431, -0.277, -0.685, 0.222, 0.141, 0.336, -2.088, 0.463, 0.439, 0.142, -1.205, 0.229, 0.089, 0.364, 0.395, 0.935, -1.752, 0.277, -0.334, 0.511, -0.924, 0.225, 1.601, -2.367, 0.526, -2.058, -0.258, 0.721, -1.247, 0.373, 1.357, -1.718, 2.147, -2.930, -0.426, 4.375, -1.669, 0.335, 0.356, 0.588, -3.105, -0.128, 2.458, -0.836, 0.373, 0.275, 0.112, -0.889, 0.448, -0.130, 0.343, -1.572, 3.338, -2.582, 0.529, -1.743, 0.544, -0.407, 0.122, 0.693, 0.015, 0.578, 0.247, 0.470],
  "de_lowest_kj_mol": 796.1,
  "gap_ev": [1.66, 1.71],
  "largest_force_ev_per_a": 14.422,
  "total_charge": -2
}



{
  "formula": "C3H3N3O",
  "method": "ωB97M-V/def2-TZVPD",
  "elements": ["O", "C", "N", "C", "C", "N", "N", "H", "H", "H"],
  "xyz": [[-0.9100, 0.5071, -2.3469], [-0.6124, 0.2151, -1.2094], [-1.1451, 0.8325, -0.0670], [-0.4874, 0.6757, 1.0356], [0.6720, -0.1809, 1.1564], [1.0411, -0.9350, 0.1681], [0.3259, -0.7997, -0.9498], [-0.8500, 1.2083, 1.9225], [1.2731, -0.2245, 2.0616], [0.6908, -1.2959, -1.7572]],
  "mulliken_charge": [-0.553, 0.421, -0.446, 0.079, -0.122, -0.603, 0.189, 0.377, 0.389, 0.269],
  "de_lowest_kj_mol": 93.8,
  "gap_ev": 9.45,
  "largest_force_ev_per_a": 0.743,
  "smiles": "O=c1nccn[nH]1",
  "total_charge": 0
}



Calculated total energy
In order: -18715.2607 -42986.3872 -9676.4821
Unit: eV